{"formula": "C24H69N6O11S", "method": "ωB97M-V/def2-TZVPD", "charge": -1, "de_lowest_kcal_mol": 74.64, "orbital_gap_ev": 7.0, "species": ["H", "C", "H", "H", "O", "H", "C", "H", "H", "H", "O", "H", "H", "N", "H", "H", "C", "H", "H", "H", "N", "H", "O", "H", "H", "H", "H", "N", "H", "O", "O", "H", "H", "H", "H", "H", "H", "H", "O", "H", "N", "H", "C", "C", "C", "O", "C", "C", "H", "C", "H", "H", "C", "C", "C", "H", "H", "H", "H", "H", "C", "C", "H", "C", "H", "H", "H", "N", "C", "H", "H", "H", "H", "O", "H", "C", "S", "H", "N", "O", "H", "H", "H", "C", "C", "H", "C", "H", "H", "H", "H", "H", "H", "C", "C", "H", "H", "H", "C", "O", "C", "H", "H", "H", "H", "H", "O", "H", "H", "H", "H"], "xyz": [[2.083032, 2.000502, 3.087405], [-1.641039, 2.361929, -5.389227], [-2.074040, 1.546592, 1.083422], [2.799027, 5.158594, 0.309770], [-2.176880, 1.037302, -5.556191], [-1.800076, 0.187020, -3.616898], [0.550559, 0.502641, 4.657551], [1.420188, -3.764239, -2.971762], [0.061341, -4.277444, 1.135816], [-4.291289, 2.101880, 3.790549], [1.600887, 0.134906, 3.831794], [1.963764, -5.096110, -0.995249], [0.578983, 1.519088, 5.050141], [-1.723862, 2.197632, -1.441697], [0.041650, -2.562149, 5.207001], [0.179394, -2.070296, -4.276836], [-1.041362, -4.751079, 6.324392], [2.203360, 0.779949, -1.893270], [-1.015840, -4.569556, -6.339154], [0.259102, 2.683216, 0.014964], [1.284394, -2.552108, 2.776045], [-0.022609, -1.664885, -6.677266], [1.661496, 0.452901, -0.566489], [4.185990, 0.476167, 4.304863], [2.638523, 1.928987, -2.907935], [-0.621917, 2.417254, -5.771861], [-0.827542, -2.851007, 2.692478], [-0.181448, -3.742796, -1.496410], [1.627430, 4.397201, 1.389379], [0.641920, -1.610597, 0.151791], [-0.674914, 0.447279, 0.211877], [-0.465095, -2.876024, -1.930401], [-2.819765, 4.463667, -0.789756], [3.524280, 0.636994, -2.787514], [-2.423433, -4.802184, -5.336776], [3.681002, 2.366723, 1.436812], [-1.559155, 2.767443, -4.380786], [2.160073, -5.882830, -2.516301], [-1.021724, -4.221432, 4.983454], [2.837983, 1.372206, 0.484609], [3.654091, 1.423196, 1.077453], [-2.530155, 4.351663, -2.607641], [-1.706719, 2.998068, 3.140892], [1.399182, -5.508067, -1.831692], [-1.614622, -4.105040, -5.555709], [-0.843800, -3.809071, -4.345703], [-0.257717, -4.938624, -3.740976], [3.293898, 0.538058, 2.201917], [-0.639241, -0.201344, -7.002364], [0.104549, -3.455278, 4.585330], [-2.066970, -0.895481, -4.899477], [-0.389824, 0.419202, 4.112732], [0.236746, -4.546704, 2.177367], [0.634771, -4.410156, -2.579318], [-2.129125, 4.592555, -1.623129], [1.101974, 0.936608, 2.087353], [1.013163, -3.993847, 4.854499], [-0.798628, 2.887324, 2.548265], [-0.383432, -5.318339, 2.633485], [-0.469617, 5.828579, 4.308975], [-0.130257, 3.658536, -0.277026], [-0.061376, -0.111585, -5.003212], [0.139800, 4.235937, 4.743668], [2.020134, 4.398677, 0.372585], [0.435256, -0.961419, -3.213575], [5.376800, 0.235664, 3.035258], [-2.079061, -4.999101, 6.547476], [0.615148, -1.163609, -4.186645], [0.083292, -3.337167, 3.041939], [1.114117, -2.284608, 1.817112], [1.287727, -1.637584, 3.204685], [1.177246, -5.097677, 2.177172], [-0.320403, -5.556774, 6.462871], [0.942904, 4.579726, -0.487037], [-1.153215, 1.608223, -2.030813], [1.938622, 0.963148, 2.785501], [0.371500, -0.302306, -0.442827], [-1.952122, -3.152517, -5.964218], [-2.987291, 1.771802, 1.451325], [-0.152972, -0.544074, -1.788468], [2.446099, 3.405094, 0.233121], [0.460016, 0.843088, -4.933545], [-4.162273, 3.875649, 3.874632], [-2.956459, 2.937555, 2.324712], [-1.068604, 3.517662, -1.465685], [-2.287550, 3.093613, -5.873751], [-4.179268, 3.015012, 3.205970], [0.402627, -0.245661, 5.436181], [0.392482, -3.296607, -0.795261], [0.318397, 4.894489, 3.075715], [-1.770107, 5.613263, -1.754869], [-0.992492, -5.681500, -3.430575], [-2.904086, 3.807459, 1.670029], [-1.585657, 0.057011, -4.677663], [0.195435, -0.623062, -6.442397], [4.585836, 1.809544, 3.286092], [-1.394094, 1.757256, -0.594686], [0.859133, -6.311811, -1.331253], [-0.332118, 4.809953, 3.946234], [2.632086, 0.986198, -2.727093], [4.435313, 0.730053, 3.274580], [-0.849599, -3.932132, 7.017676], [-0.765798, 3.988238, 0.544847], [3.157176, -0.505444, 1.918187], [-1.664668, 2.280406, 3.960219], [0.480044, -5.471274, -4.341058], [-1.584136, 4.330648, 3.656787], [-3.290343, 2.134913, 0.558911], [1.118661, -0.306527, -6.927741], [-0.481233, 3.629441, -2.377065], [-5.091581, 3.117540, 2.618384]], "forces_ev_per_angstrom": [[-0.2, 0.5, 0.5], [0.0, -0.3, 0.0], [0.7, -0.6, 1.0], [-0.3, 0.2, -0.5], [0.1, 0.9, 1.0], [0.3, 0.7, 0.1], [-1.4, -0.3, -0.4], [-0.2, 0.3, -0.4], [-0.6, -0.3, 0.1], [0.1, -0.1, 0.1], [1.0, -0.7, 1.7], [0.0, 0.5, -0.1], [0.5, 0.1, 0.2], [0.4, 0.9, -0.4], [0.4, 0.7, -0.7], [-0.3, -0.1, -0.8], [-0.1, 1.6, -1.2], [-2.4, -1.4, 4.6], [0.5, -0.1, 0.1], [0.2, -0.1, -0.2], [0.0, 0.6, -0.7], [0.6, -0.4, 0.9], [0.7, 1.1, -0.5], [-0.4, -0.4, -0.2], [-0.1, 0.5, 0.0], [0.0, 0.1, -0.5], [-0.3, 0.3, 0.3], [0.0, 0.0, -2.1], [0.2, 0.1, 0.5], [0.5, 0.7, 0.8], [0.5, 0.8, 2.5], [-1.0, 0.3, -0.2], [-0.4, 0.4, -0.3], [0.4, -0.4, 0.1], [-0.3, 0.2, 0.1], [0.2, 0.2, 0.2], [-0.3, -0.7, 0.6], [0.1, -0.6, 0.0], [-0.9, -1.3, 0.7], [-0.1, 0.0, -0.5], [-0.2, -0.8, 0.2], [-0.9, 0.0, 0.3], [1.5, 1.0, 0.4], [0.8, -0.1, -0.4], [1.0, 0.2, 1.0], [-0.8, -0.6, -1.7], [1.4, 0.6, 1.3], [0.6, 0.3, 1.2], [0.1, 0.7, -0.7], [-0.8, -1.9, -0.1], [-0.1, 0.0, -0.4], [-0.3, 0.2, -0.4], [-0.3, -1.8, 0.8], [-1.2, -0.6, 2.7], [0.3, -0.3, -0.3], [0.2, 0.1, -0.7], [0.4, 0.0, 0.0], [0.0, -0.7, -0.5], [-1.0, -0.1, -0.8], [0.0, 0.1, 0.1], [0.0, 0.2, 0.3], [0.6, -2.9, -0.2], [0.4, -0.2, 0.1], [-0.4, -0.8, 0.9], [0.3, 0.2, 0.4], [-0.1, 0.0, -0.3], [0.1, -0.6, -0.3], [0.2, 1.3, 0.0], [1.5, 1.5, 1.3], [0.7, 0.1, -0.7], [-0.2, 0.0, 0.6], [0.7, 0.8, 0.4], [-0.1, -0.2, 0.0], [-0.5, 0.6, -1.3], [-0.2, -0.4, -0.7], [0.2, 0.6, -0.6], [-1.3, -2.7, -1.4], [-0.3, -0.1, 0.3], [-0.2, 0.0, -0.5], [0.0, 0.5, -0.9], [0.2, 0.0, -0.2], [0.1, 0.0, 0.5], [0.2, 0.0, 0.1], [0.2, 0.2, -0.5], [0.6, 0.4, -0.7], [0.0, -0.4, -0.5], [-0.6, 0.1, 0.1], [0.6, 0.2, 0.3], [0.7, -0.4, 0.3], [0.2, -0.3, -0.2], [0.3, 0.1, 0.6], [-0.3, 0.1, 0.3], [-0.1, 0.6, 0.2], [1.0, -0.2, -1.0], [-2.1, 1.2, -0.9], [0.4, 0.2, 0.1], [-0.5, -0.2, 0.4], [-0.6, -0.1, -0.6], [0.4, 0.4, 0.4], [1.6, 0.9, -3.9], [-0.9, 0.2, -0.4], [0.5, 0.1, 0.3], [0.1, 0.3, 0.5], [0.5, 0.0, -0.4], [-0.2, -0.2, 0.1], [-0.1, 0.0, -0.9], [-1.8, 0.0, 0.0], [-1.2, -0.2, -0.3], [0.1, -0.1, 0.4], [0.5, -0.3, -0.2], [0.0, -0.1, -0.2]], "mulliken_charge": [0.3519, -0.4516, 0.3581, 0.3659, -0.4554, 0.2131, -0.9803, 0.1721, 0.3177, 0.3559, -0.5797, 0.3757, 0.3884, -0.4357, 0.1046, 0.2924, -0.7859, 0.2885, 0.3449, 0.0673, -0.7845, 0.2606, -0.9152, 0.2819, 0.4608, 0.3126, 0.2399, -0.6767, -0.0998, -0.5616, -1.0878, 0.0731, 0.2568, 0.4336, 0.3254, 0.3407, -0.0023, 0.4589, -0.3346, 0.3101, -0.6166, 0.3658, 0.2024, -1.6769, -0.9359, -0.2528, -0.9512, 0.3965, 0.4127, -0.3666, 0.1181, 0.2554, -1.7508, 1.0701, -1.6582, -0.1698, 0.3219, -0.4116, 0.4396, 0.3045, 0.7350, 0.5226, 0.2620, 0.1871, 0.6198, 0.3383, 0.2545, -0.6553, 0.9877, 0.4925, 0.3607, 0.3051, 0.2802, -0.4730, 0.0616, -0.1123, 0.2920, 0.2700, -0.7068, -0.5373, -0.1910, 0.3250, 0.3027, 1.0897, 0.7053, 0.3569, -1.7505, 0.3958, 0.2870, -0.0521, 0.3224, 0.3971, -0.1045, -0.3268, -1.4822, 0.3877, -0.3280, 0.3377, -0.4653, -0.2843, -1.5182, 0.3017, -0.1325, 0.3759, 0.4643, 0.3442, -0.4430, 0.4963, 0.2903, 0.2929, 0.4246]}